# 1
Here is a cluster of 2 separate species, C5H12 in total at a distorted geometry from the OMol25 dataset. Energies are from ωB97M-V/def2-TZVPD.

Element x y z (Å)
C  1.35  0.87  -1.01
C  1.39  -0.65  -0.62
C  -2.90  0.14  1.04
C  -2.51  0.32  -0.22
C  1.70  -0.80  0.87
H  1.02  1.58  -0.25
H  -1.65  0.94  -0.42
H  0.49  -1.11  -1.03
H  -2.41  0.59  1.89
H  1.33  -1.69  1.36
H  0.57  1.02  -1.76
H  -3.08  -0.19  -0.98
H  2.77  -0.71  1.02
H  2.35  1.16  -1.30
H  -3.78  -0.46  1.25
H  2.22  -1.00  -1.23
H  1.16  -0.01  1.41

The energy above the lowest of the compared OMol25 structures with the same formula, charge and spin comes out at 1.691 eV. As for the SMILES: C=C.CCC.

=====

# 2
Here is a structure of composition C5H12AsBeF6O9 at a distorted geometry from the OMol25 dataset. Energies are from ωB97M-V/def2-TZVPD.

Element x y z (Å)
As  16.21  0.60  12.01
F  15.88  1.79  10.75
F  14.63  0.91  12.71
F  16.88  1.87  13.01
F  15.52  -0.62  10.95
F  17.76  0.33  11.31
F  16.44  -0.61  13.22
O  17.91  2.22  16.30
O  19.37  3.84  16.62
O  21.74  1.17  14.73
O  20.99  3.23  14.25
O  18.13  4.18  11.88
O  19.72  1.49  13.82
O  16.51  4.68  14.89
O  19.64  1.91  17.70
O  19.41  5.86  14.37
C  18.91  2.65  16.97
C  16.62  5.63  15.94
C  19.99  6.55  13.28
C  19.23  3.96  11.02
C  20.88  1.94  14.20
Be  18.51  3.55  14.33
H  19.24  7.24  12.85
H  18.88  3.22  10.29
H  17.45  4.65  11.40
H  17.37  5.32  16.66
H  20.31  5.86  12.50
H  19.23  6.51  15.05
H  20.90  7.08  13.58
H  15.63  5.80  16.39
H  15.64  4.79  14.50
H  19.49  4.81  10.37
H  20.12  3.63  11.55
H  16.95  6.59  15.50

Its net charge is -3. The energy above the lowest of the compared OMol25 structures with the same formula, charge and spin comes out at 0.000 eV.

=====

# 3
Here is a cluster of 2 separate species, C5H12BCl2NO2 in total at a distorted geometry from the OMol25 dataset. Energies are from ωB97M-V/def2-TZVPD.

Element x y z (Å)
Cl  3.41  0.98  -1.27
Cl  3.23  0.79  1.53
O  3.12  -1.88  -0.71
O  0.96  -2.67  -0.09
N  2.32  0.93  0.08
C  -1.21  1.36  -1.38
C  -0.09  -0.04  0.41
C  -0.85  1.30  0.06
C  1.29  -0.17  -0.26
C  -0.10  -0.28  1.92
B  1.83  -1.63  -0.41
H  -1.13  0.49  -1.87
H  -1.30  -0.24  2.13
H  -0.27  2.33  0.25
H  0.14  -1.37  2.22
H  3.30  -2.89  -0.78
H  -0.69  -0.67  -0.23
H  0.93  0.30  -1.70
H  -0.60  2.15  -1.82
H  1.13  -3.62  -0.27
H  -1.73  1.16  0.75
H  0.35  0.50  2.39
H  -2.36  1.61  -1.55

The energy above the lowest of the compared OMol25 structures with the same formula, charge and spin comes out at 1.945 eV.

=====

# 4
Here is a structure of composition C5H12BNO at a distorted geometry from the OMol25 dataset. Energies are from ωB97M-V/def2-TZVPD.

Element x y z (Å)
O  -1.35  -1.44  0.02
N  1.36  -0.31  0.07
C  2.47  0.66  0.00
C  -2.55  -0.76  0.21
C  -1.08  1.17  0.22
C  -2.43  0.66  -0.40
C  1.85  -1.65  -0.09
B  0.02  -0.02  0.15
H  2.29  -1.87  -0.99
H  3.13  0.51  0.73
H  -2.31  0.77  -1.42
H  -1.13  1.40  1.36
H  -0.97  2.20  -0.30
H  -3.08  1.44  0.00
H  -3.18  -1.47  -0.29
H  1.09  -2.30  -0.10
H  -2.98  -0.57  1.18
H  2.87  0.52  -0.91
H  2.52  -1.80  0.65
H  2.00  1.58  0.24

The energy above the lowest of the compared OMol25 structures with the same formula, charge and spin comes out at 2.966 eV.

=====

# 5
Here is the ion C5H12BNO2PS with charge +1 at a distorted geometry from the OMol25 dataset. Energies are from ωB97M-V/def2-TZVPD.

Element x y z (Å)
S  3.19  -1.98  0.00
P  2.52  -0.15  -0.01
O  -0.96  1.77  2.27
O  -0.48  -0.54  3.17
N  0.50  -1.13  -1.96
C  1.21  0.08  -1.38
C  -1.70  -0.44  0.74
C  -1.31  0.22  -0.71
C  -0.85  -1.08  -1.65
C  0.05  1.12  -0.88
B  -1.03  0.30  2.05
H  -1.84  2.14  2.55
H  -0.23  1.79  -1.82
H  -1.51  -1.96  -2.08
H  3.62  0.80  -0.23
H  1.66  0.58  -2.34
H  1.87  0.10  1.26
H  -2.88  -0.39  0.89
H  -1.42  -1.59  0.82
H  0.32  1.94  -0.09
H  -2.32  0.67  -1.14
H  1.05  -1.82  -2.54
H  0.53  -0.43  3.08

Its net charge is +1. As for the SMILES: OB(O)C[C@@H]1C=[NH+][C@H]([PH2]=S)C1.

=====

# 6
Here is a structure of composition C5H12BaMgO3 at a distorted geometry from the OMol25 dataset. Energies are from ωB97M-V/def2-TZVPD.

Element x y z (Å)
Ba  -3.10  -1.60  4.09
Mg  -0.41  -0.91  0.72
O  -1.17  0.91  0.14
O  -0.69  -1.21  2.61
O  0.93  -1.38  -0.75
C  -2.36  1.66  0.02
C  1.76  -0.17  -0.69
C  1.21  -2.29  -1.79
C  1.18  0.68  0.40
C  0.10  1.62  -0.05
H  -3.14  1.13  0.58
H  1.95  1.17  1.02
H  2.79  -0.49  -0.48
H  2.27  -2.59  -1.77
H  0.10  1.91  -1.12
H  -2.27  2.66  0.48
H  0.99  -1.83  -2.76
H  0.09  2.54  0.55
H  1.72  0.26  -1.70
H  -2.59  1.79  -1.05
H  0.58  -3.17  -1.64
H  0.05  -0.71  3.18

=====

no.,DFT total energy (a.u.)
1,-197.6470
2,-3724.5031
3,-1348.0971
4,-352.4865
5,-1167.0439
6,-648.9160